Entry 1:
C35H34F6N3O4PbS3Sb2 | wB97M-V/def2-TZVPD

Computed properties:
energy above the lowest of the compared OMol25 structures with the same formula, charge and spin = 0.374 eV
gap between HOMO and LUMO = 7.41 eV

ORCA input file:
```
! RIJCOSX wB97M-V def2-TZVPD def2/J DEFGRID3
* xyz 1 1
Pb -1.2189 -0.6304 1.4200
F 0.2090 -1.0642 6.2621
C -0.5229 -2.1602 6.1463
F -1.6681 -1.9939 6.7950
F 0.1307 -3.1946 6.6539
S -0.9216 -2.4959 4.3554
O -1.0025 -1.1326 3.7927
O -2.1197 -3.2626 4.3476
N 0.2830 -3.2928 3.7343
S 1.4915 -2.4260 3.1924
O 2.1805 -1.6495 4.1672
O 1.1517 -1.7672 1.9236
C 2.6472 -3.7665 2.6726
F 3.6119 -3.1962 1.9556
F 3.1659 -4.3427 3.7419
F 2.0237 -4.6715 1.9264
C 2.6762 0.3496 -0.4064
C 2.1969 0.1582 -1.8535
C 1.2023 -0.9940 -2.0235
Sb -0.5957 -0.6954 -3.2358
C 0.2616 0.6033 -4.7170
C 1.5776 0.4697 -5.1503
C 2.0741 1.2935 -6.1528
C 1.2541 2.2446 -6.7412
C -0.0653 2.3721 -6.3273
C -0.5594 1.5529 -5.3227
C -1.4364 0.9530 -2.1048
C -2.6901 0.8073 -1.5064
C -3.2644 1.8556 -0.7917
C -2.5980 3.0677 -0.6805
C -1.3693 3.2395 -1.3080
C -0.7949 2.1902 -2.0104
Sb 1.2216 1.1428 0.9768
C 1.3964 3.2225 0.4357
C 2.0175 3.6435 -0.7337
C 2.2011 4.9982 -0.9826
C 1.7628 5.9419 -0.0655
C 1.1419 5.5254 1.1052
C 0.9588 4.1738 1.3540
C 2.3551 1.4281 2.7415
C 3.7421 1.3620 2.7073
C 4.4728 1.6728 3.8460
C 3.8198 2.0549 5.0090
C 2.4332 2.1006 5.0466
C 1.6989 1.7827 3.9147
H 3.5140 1.0477 -0.3899
H 2.9961 -0.5995 0.0283
H 3.0865 -0.0399 -2.4531
H 1.7664 1.0890 -2.2263
H 0.8125 -1.2830 -1.0459
H 1.6745 -1.8917 -2.4254
H 2.2205 -0.2845 -4.7127
H 3.1020 1.1890 -6.4776
H 1.6372 2.8790 -7.5301
H -0.7120 3.1060 -6.7916
H -1.5905 1.6610 -5.0022
H -3.2378 -0.1217 -1.6289
H -4.2396 1.7304 -0.3348
H -3.0418 3.8832 -0.1240
H -0.8604 4.1944 -1.2558
H 0.1551 2.3477 -2.5080
H 2.3760 2.9269 -1.4636
H 2.6899 5.3128 -1.8961
H 1.9078 6.9964 -0.2588
H 0.8031 6.2571 1.8279
H 0.4859 3.8646 2.2792
H 4.2606 1.0583 1.8057
H 5.5540 1.6175 3.8244
H 4.3897 2.3177 5.8908
H 1.9240 2.3695 5.9636
H 0.6143 1.7851 3.9605
C -3.8505 -6.5531 -1.7285
C -3.7705 -5.1729 -1.1748
C -4.8217 -4.3040 -1.0943
C -4.5818 -3.0057 -0.6127
N -3.3696 -2.6081 -0.2375
C -2.3559 -3.4738 -0.2697
S -0.7963 -3.0831 0.2767
N -2.5656 -4.7376 -0.7409
C -5.6830 -2.0090 -0.4899
H -4.8669 -6.7849 -2.0311
H -3.5231 -7.2912 -0.9943
H -3.1988 -6.6391 -2.6003
H -5.8085 -4.6092 -1.4068
H -1.7701 -5.3635 -0.7477
H -6.5698 -2.3056 -1.0446
H -5.3405 -1.0341 -0.8339
H -5.9481 -1.9085 0.5651
*
```


Entry 2:
C35H33ClCrN4Si2 | wB97M-V/def2-TZVPD

Computed properties:
energy above the lowest of the compared OMol25 structures with the same formula, charge and spin = 0.848 eV
gap between HOMO and LUMO (alpha / beta) = 5.11 / 6.59 eV

ORCA input file:
```
! RIJCOSX wB97M-V def2-TZVPD def2/J DEFGRID3
* xyz 0 5
C 1.5352 -1.1828 0.9049
C 0.8119 -2.0993 0.0764
C 1.0547 -1.7457 -1.2905
H 0.2440 -2.9632 0.4153
C 1.9252 -0.6078 -1.3031
C 2.2240 -0.2628 0.0501
H 2.9191 0.5104 0.3696
H 1.6174 -1.2299 1.9921
H 0.7227 -2.3042 -2.1608
H 2.3318 -0.1260 -2.1891
Cr 0.0554 -0.0690 -0.2907
Si -1.6312 -1.5742 -6.5964
C -3.4382 -1.6695 -7.1259
C -4.0448 -0.5257 -7.6719
H -3.4493 0.3664 -7.8941
C -5.4259 -0.5084 -7.9038
H -5.8883 0.4026 -8.2818
C -6.1911 -1.6477 -7.6576
H -7.2658 -1.6352 -7.8529
C -5.5771 -2.8073 -7.1783
H -6.1664 -3.7084 -7.0125
C -4.2049 -2.8267 -6.9082
H -3.7226 -3.7301 -6.5276
C -0.8006 -0.7067 -8.0412
C -0.7652 -1.3360 -9.2999
H -1.1496 -2.3530 -9.4039
C -0.2496 -0.6607 -10.4160
H -0.2601 -1.1453 -11.3947
C 0.2799 0.6318 -10.2879
H 0.6854 1.1566 -11.1568
C 0.2785 1.2483 -9.0352
H 0.6961 2.2510 -8.9043
C -0.2687 0.5882 -7.9334
H -0.2676 1.0959 -6.9676
H -1.1478 -2.9525 -6.3685
Si -2.0174 0.3745 -4.8193
C -0.1474 -0.0310 -4.7136
C 0.4131 -1.3373 -4.7310
H -0.1884 -2.2464 -4.6006
C 1.7897 -1.5326 -4.8970
H 2.1832 -2.5500 -4.9733
C 2.6525 -0.4421 -4.9672
H 3.7255 -0.5972 -5.1084
C 2.1331 0.8508 -4.8277
H 2.8020 1.7149 -4.8205
C 0.7569 1.0513 -4.6988
H 0.3793 2.0706 -4.5896
C -2.9873 -0.8342 -3.7431
C -2.2840 -1.7923 -2.9914
H -1.2132 -1.6618 -2.8013
C -2.9276 -2.9226 -2.4891
H -2.3328 -3.7272 -2.0539
C -4.3198 -3.0111 -2.5416
H -4.8285 -3.8705 -2.1031
C -5.0518 -1.9769 -3.1317
H -6.1439 -2.0118 -3.1276
C -4.3984 -0.9029 -3.7439
H -4.9872 -0.1301 -4.2450
H -2.3954 1.7814 -4.5548
Cl -1.0945 1.1306 -1.8951
N -3.2993 0.7059 1.9134
C -3.8411 -0.5099 1.5071
C -2.8623 -1.1629 0.8108
N -1.7306 -0.3598 0.7794
C -2.0118 0.7569 1.4669
C -1.0866 1.8531 1.4764
N 0.0795 1.7371 0.8236
C 0.6697 2.9931 0.8024
C -0.1625 3.8766 1.4366
N -1.2704 3.1490 1.8534
H -3.7494 1.4420 2.4572
H -4.8566 -0.7914 1.7336
H -2.8785 -2.1300 0.3334
H 1.6241 3.1586 0.3325
H -0.0673 4.9341 1.6008
H -2.0874 3.4922 2.3662
*
```


Entry 3:
C28H36MoP2Si | wB97M-V/def2-TZVPD

Computed properties:
energy above the lowest of the compared OMol25 structures with the same formula, charge and spin = 0.000 eV
gap between HOMO and LUMO (alpha / beta) = 4.38 / 4.17 eV

ORCA input file:
```
! RIJCOSX wB97M-V def2-TZVPD def2/J DEFGRID3
* xyz 2 3
C 0.9711 2.4287 3.0287
C 1.3808 2.7706 1.6878
C 0.1953 3.0031 0.9061
H 2.4067 2.8972 1.3616
C -0.9515 2.7630 1.7516
C -0.4661 2.4213 3.0671
H -1.0688 2.2841 3.9580
H 1.6232 2.3457 3.8819
H 0.1711 3.3409 -0.1263
H -1.9868 2.9231 1.4885
Mo 0.1997 0.8855 1.5476
C 0.1630 0.3006 -0.5323
H -0.7191 0.7677 -0.9954
H 0.1622 -0.7879 -0.6198
H 1.0990 0.7415 -0.9153
Si -0.2688 -0.9718 -3.9503
C 1.4338 -0.8492 -4.6571
C 2.1213 0.3620 -4.4875
H 1.6346 1.1986 -3.9810
C 3.4304 0.5047 -4.9613
H 3.9542 1.4476 -4.8085
C 4.0600 -0.5562 -5.6193
H 5.0852 -0.4457 -5.9758
C 3.3701 -1.7603 -5.8126
H 3.8612 -2.5890 -6.3275
C 2.0616 -1.9074 -5.3405
H 1.5225 -2.8428 -5.5013
C -1.3217 0.3905 -4.6266
C -1.1211 0.9775 -5.8894
H -0.3621 0.5814 -6.5677
C -1.8719 2.0958 -6.2750
H -1.6844 2.5697 -7.2398
C -2.8523 2.6136 -5.4202
H -3.4268 3.4939 -5.7130
C -3.0978 1.9926 -4.1898
H -3.8679 2.3834 -3.5232
C -2.3550 0.8736 -3.8057
H -2.5532 0.3830 -2.8510
H -0.2626 -1.0894 -2.4740
H -0.8858 -2.2465 -4.3952
C 2.8836 -0.0553 4.0670
P 1.4488 -0.6396 3.1299
C 1.9494 -2.2356 2.4079
C 0.2068 -1.1094 4.4479
C 0.5982 -1.4830 5.7343
C -0.3773 -1.8224 6.6851
C -1.7311 -1.8147 6.3356
C -2.1186 -1.4708 5.0380
C -1.1609 -1.1135 4.0936
P -1.6078 -0.6074 2.3569
C -3.2443 0.1250 2.4823
C -1.8574 -2.1897 1.5166
H 3.6252 0.3400 3.3664
H 3.3357 -0.8779 4.6372
H 2.6019 0.7424 4.7603
H 2.1152 -2.9794 3.2017
H 1.1981 -2.6140 1.7079
H 2.8836 -2.0482 1.8693
H 1.6572 -1.5126 6.0065
H -0.0687 -2.0939 7.6977
H -2.4925 -2.0747 7.0748
H -3.1670 -1.4759 4.7603
H -3.2480 0.8880 3.2701
H -3.4878 0.5986 1.5215
H -3.9882 -0.6525 2.7062
H -1.0116 -2.8574 1.7038
H -2.7796 -2.6560 1.8858
H -1.9459 -2.0047 0.4388
*
```


Entry 4:
C8H10N2O | wB97M-V/def2-TZVPD

Computed properties:
energy above the lowest of the compared OMol25 structures with the same formula, charge and spin = 6.853 eV
gap between HOMO and LUMO (alpha / beta) = 8.00 / 8.54 eV

ORCA input file:
```
! RIJCOSX wB97M-V def2-TZVPD def2/J DEFGRID3
* xyz 0 1
C 2.4071 -1.5415 -0.0495
C 1.6754 -0.5258 -0.6199
C 3.3865 0.2460 0.5002
C 1.8645 1.8646 -0.4478
C -2.1339 1.2249 0.2910
C -1.2043 0.6343 -0.6772
C -1.7329 -0.2722 0.4110
C -2.8923 -1.1769 0.1800
N 3.3991 -1.0209 0.7252
N 2.3393 0.6480 -0.3236
O 2.2915 2.9971 -0.6112
H 2.1998 -2.5544 0.0449
H 0.9435 -0.4472 -1.3673
H 4.0492 0.8546 1.0682
H -1.9571 2.1171 1.0102
H -3.1072 1.2077 -0.0620
H -0.7850 0.6781 -1.6472
H -1.2199 -0.5912 1.2713
H -3.4925 -0.8229 -0.6171
H -3.4565 -1.3229 1.1073
H -2.5742 -2.1967 -0.1863
*
```


- energy above the lowest of the compared OMol25 structures with the same formula, charge and spin of number 1 (C35H34F6N3O4PbS3Sb2)?
  0.374 eV


Copy entry 4 word for word.
C8H10N2O | wB97M-V/def2-TZVPD

Computed properties:
energy above the lowest of the compared OMol25 structures with the same formula, charge and spin = 6.853 eV
gap between HOMO and LUMO (alpha / beta) = 8.00 / 8.54 eV

ORCA input file:
```
! RIJCOSX wB97M-V def2-TZVPD def2/J DEFGRID3
* xyz 0 1
C 2.4071 -1.5415 -0.0495
C 1.6754 -0.5258 -0.6199
C 3.3865 0.2460 0.5002
C 1.8645 1.8646 -0.4478
C -2.1339 1.2249 0.2910
C -1.2043 0.6343 -0.6772
C -1.7329 -0.2722 0.4110
C -2.8923 -1.1769 0.1800
N 3.3991 -1.0209 0.7252
N 2.3393 0.6480 -0.3236
O 2.2915 2.9971 -0.6112
H 2.1998 -2.5544 0.0449
H 0.9435 -0.4472 -1.3673
H 4.0492 0.8546 1.0682
H -1.9571 2.1171 1.0102
H -3.1072 1.2077 -0.0620
H -0.7850 0.6781 -1.6472
H -1.2199 -0.5912 1.2713
H -3.4925 -0.8229 -0.6171
H -3.4565 -1.3229 1.1073
H -2.5742 -2.1967 -0.1863
*
```


Please write out number 3 again, unchanged.
C28H36MoP2Si | wB97M-V/def2-TZVPD

Computed properties:
energy above the lowest of the compared OMol25 structures with the same formula, charge and spin = 0.000 eV
gap between HOMO and LUMO (alpha / beta) = 4.38 / 4.17 eV

ORCA input file:
```
! RIJCOSX wB97M-V def2-TZVPD def2/J DEFGRID3
* xyz 2 3
C 0.9711 2.4287 3.0287
C 1.3808 2.7706 1.6878
C 0.1953 3.0031 0.9061
H 2.4067 2.8972 1.3616
C -0.9515 2.7630 1.7516
C -0.4661 2.4213 3.0671
H -1.0688 2.2841 3.9580
H 1.6232 2.3457 3.8819
H 0.1711 3.3409 -0.1263
H -1.9868 2.9231 1.4885
Mo 0.1997 0.8855 1.5476
C 0.1630 0.3006 -0.5323
H -0.7191 0.7677 -0.9954
H 0.1622 -0.7879 -0.6198
H 1.0990 0.7415 -0.9153
Si -0.2688 -0.9718 -3.9503
C 1.4338 -0.8492 -4.6571
C 2.1213 0.3620 -4.4875
H 1.6346 1.1986 -3.9810
C 3.4304 0.5047 -4.9613
H 3.9542 1.4476 -4.8085
C 4.0600 -0.5562 -5.6193
H 5.0852 -0.4457 -5.9758
C 3.3701 -1.7603 -5.8126
H 3.8612 -2.5890 -6.3275
C 2.0616 -1.9074 -5.3405
H 1.5225 -2.8428 -5.5013
C -1.3217 0.3905 -4.6266
C -1.1211 0.9775 -5.8894
H -0.3621 0.5814 -6.5677
C -1.8719 2.0958 -6.2750
H -1.6844 2.5697 -7.2398
C -2.8523 2.6136 -5.4202
H -3.4268 3.4939 -5.7130
C -3.0978 1.9926 -4.1898
H -3.8679 2.3834 -3.5232
C -2.3550 0.8736 -3.8057
H -2.5532 0.3830 -2.8510
H -0.2626 -1.0894 -2.4740
H -0.8858 -2.2465 -4.3952
C 2.8836 -0.0553 4.0670
P 1.4488 -0.6396 3.1299
C 1.9494 -2.2356 2.4079
C 0.2068 -1.1094 4.4479
C 0.5982 -1.4830 5.7343
C -0.3773 -1.8224 6.6851
C -1.7311 -1.8147 6.3356
C -2.1186 -1.4708 5.0380
C -1.1609 -1.1135 4.0936
P -1.6078 -0.6074 2.3569
C -3.2443 0.1250 2.4823
C -1.8574 -2.1897 1.5166
H 3.6252 0.3400 3.3664
H 3.3357 -0.8779 4.6372
H 2.6019 0.7424 4.7603
H 2.1152 -2.9794 3.2017
H 1.1981 -2.6140 1.7079
H 2.8836 -2.0482 1.8693
H 1.6572 -1.5126 6.0065
H -0.0687 -2.0939 7.6977
H -2.4925 -2.0747 7.0748
H -3.1670 -1.4759 4.7603
H -3.2480 0.8880 3.2701
H -3.4878 0.5986 1.5215
H -3.9882 -0.6525 2.7062
H -1.0116 -2.8574 1.7038
H -2.7796 -2.6560 1.8858
H -1.9459 -2.0047 0.4388
*
```


- Which value of energy above the lowest of the compared OMol25 structures with the same formula, charge and spin does entry 1 give?
  0.374 eV